[1]
Below is 4 unconnected molecules or ions with the total composition C3H12O4 at a distorted geometry, with properties calculated with the ωB97M-V functional and the def2-TZVPD basis.

Calculated values
**SMILES**: C=CCO.O.O.O
**LUMO energy**: 0.623 eV
**Multiplicity**: 1
**Total charge**: 0
**F_max**: 4.07 eV/Å

Last column: Mulliken charge in e.
Element x y z (Å)
1 O -1.092 0.473 -2.624  -0.70
2 C 2.808 -1.289 1.242  -0.82
3 C 1.634 -0.765 1.653  -0.24
4 H -2.160 2.974 -0.547  0.30
5 H -1.101 -0.122 -1.809  0.38
6 H -1.730 -0.966 0.243  0.34
7 O -1.248 2.725 -0.546  -0.69
8 H 3.035 -1.413 0.182  0.28
9 H 1.424 1.047 0.590  0.33
10 O -1.981 -1.361 -0.580  -0.67
11 H -1.803 -2.328 -0.465  0.33
12 H -1.110 1.930 -1.241  0.41
13 H -1.895 0.570 -3.107  0.30
14 O -0.413 0.374 1.085  -0.55
15 H 1.214 -0.887 2.650  0.32
16 H 0.812 -0.322 -0.321  0.13
17 H -0.570 1.276 0.986  0.32
18 H 3.318 -2.019 1.867  0.28
19 C 0.857 0.101 0.742  -0.05

[2]
Below is 3 unconnected molecules or ions with the total composition C3H12O4 at a distorted geometry, with properties calculated with the ωB97M-V functional and the def2-TZVPD basis.

Calculated values
**SMILES**: OCCCO.O.O
**LUMO energy**: 0.644 eV
**Multiplicity**: 1
**Total charge**: 0
**F_max**: 2.05 eV/Å

Last column: Mulliken charge in e.
Element x y z (Å)
1 H -2.354 1.034 0.361  0.29
2 H 0.284 1.130 -0.366  0.20
3 O 1.048 -2.409 2.002  -0.54
4 H 1.650 -1.093 0.553  0.30
5 H 1.242 -0.456 2.126  0.28
6 H 3.951 2.682 -1.486  0.32
7 C -0.356 0.911 0.489  -0.45
8 H -4.431 -0.232 -3.330  0.32
9 H 4.594 1.372 -1.764  0.32
10 C 0.914 -1.165 1.361  -0.55
11 H -3.379 0.189 -2.289  0.31
12 C -0.366 -0.593 0.735  -0.22
13 O -4.175 -0.340 -2.406  -0.63
14 H -0.291 1.588 1.338  0.35
15 H -0.417 -0.995 -0.279  0.18
16 H -1.289 -0.817 1.272  0.38
17 H 1.341 -3.106 1.412  0.31
18 O 4.450 1.990 -1.037  -0.64
19 O -1.597 1.266 -0.182  -0.52